Formula: C19H40FN2O6S
Source: the OMol25 dataset
Level of theory: the ωB97M-V functional and the def2-TZVPD basis

Structure (ORCA input):
```
! wB97M-V def2-TZVPD RIJCOSX def2/J DEFGRID3
* xyz 1 1
C 3.422 -3.006 3.288
C 4.160 -3.081 1.919
O 4.765 -1.863 1.530
C 3.837 -0.869 1.148
C 3.448 -0.905 -0.340
O 2.496 -1.929 -0.695
C 1.157 -1.518 -0.497
C 0.412 -2.677 0.210
C -0.842 -3.328 -0.536
C -1.487 -4.030 0.684
S -2.963 -5.070 0.495
N -1.503 -2.922 1.684
C -2.520 -1.835 1.522
O -3.310 -1.905 0.691
N -2.417 -0.798 2.512
C -1.771 0.378 2.050
O -1.502 1.205 2.785
F -1.434 0.504 0.768
C -0.053 -2.478 1.714
H 3.356 -3.995 3.760
H 3.920 -2.283 3.952
H 2.408 -2.615 3.090
H 3.531 -3.528 1.123
H 4.984 -3.802 2.060
H 4.341 0.102 1.308
H 2.924 -0.840 1.778
H 4.353 -1.103 -0.936
H 3.036 0.067 -0.669
H 1.093 -0.561 0.056
H 0.647 -1.338 -1.465
H 1.115 -3.524 0.282
H -1.515 -2.620 -1.045
H -0.411 -3.986 -1.303
H -0.642 -4.648 1.038
H -2.378 -6.262 0.182
H -1.824 -3.364 2.560
H -3.330 -0.594 2.917
H 0.387 -3.184 2.428
H 0.142 -1.440 2.012
C 4.348 3.653 -3.237
C 3.265 3.079 -2.339
O 3.671 2.923 -0.989
C 4.035 4.112 -0.303
C 2.904 5.119 -0.190
H 5.272 3.080 -3.139
H 4.027 3.632 -4.280
H 4.574 4.689 -2.980
H 3.007 2.078 -2.694
H 2.350 3.677 -2.397
H 4.918 4.564 -0.765
H 4.333 3.801 0.700
H 2.635 5.532 -1.164
H 3.198 5.949 0.453
H 2.010 4.650 0.225
C -4.205 0.486 -1.152
C -4.525 1.658 -2.066
O -5.822 1.602 -2.622
C -6.900 1.635 -1.701
C -6.954 2.907 -0.871
H -4.408 -0.461 -1.655
H -3.158 0.512 -0.857
H -4.811 0.510 -0.242
H -3.835 1.644 -2.912
H -4.368 2.611 -1.551
H -6.880 0.748 -1.057
H -7.809 1.563 -2.299
H -6.109 2.975 -0.183
H -7.869 2.935 -0.278
H -6.923 3.787 -1.515
*
```

The lowest unoccupied orbital energy comes out at -3.85 eV. Its energy relative to the best compared isomer or geometry (same formula, charge and spin) is 108.5 kJ/mol.